1.
Formula: C52H35F4Ge2N5O5Tc
Source: the Open Molecules 2025 dataset
Level of theory: the ωB97M-V functional and the def2-TZVPD basis

The geometry in XYZ format:
```
104
Properties=species:S:1:pos:R:3
Tc 0.68 -1.69 -1.44
C 1.85 -2.83 -0.74
Ge 1.60 -4.83 -1.03
C 3.31 -5.51 -0.41
C 4.12 -6.28 -1.24
C 5.33 -6.78 -0.77
C 5.74 -6.50 0.52
C 4.94 -5.73 1.36
C 3.73 -5.24 0.89
C 1.36 -5.03 -2.94
C 0.19 -5.54 -3.48
C 0.02 -5.60 -4.86
C 1.02 -5.13 -5.70
C 2.19 -4.61 -5.17
C 2.36 -4.56 -3.79
C 0.12 -5.44 0.06
C -0.45 -6.68 -0.21
C -1.50 -7.16 0.57
C -1.96 -6.40 1.64
C -1.38 -5.18 1.93
C -0.34 -4.70 1.14
H 2.69 -2.49 -0.13
H 3.81 -6.50 -2.25
H 5.95 -7.38 -1.42
H 6.68 -6.89 0.89
H 5.25 -5.53 2.37
H 3.10 -4.66 1.56
H -0.61 -5.88 -2.84
H -0.90 -5.99 -5.27
H 0.88 -5.16 -6.77
H 2.97 -4.24 -5.82
H 3.28 -4.15 -3.39
H -0.09 -7.29 -1.04
H -1.94 -8.12 0.34
H -2.78 -6.77 2.24
H -1.75 -4.59 2.76
H 0.10 -3.74 1.37
F -2.40 0.60 4.61
C -1.24 1.07 4.15
C -0.76 2.24 4.69
F -1.49 2.82 5.63
C 0.43 2.85 4.24
C 1.10 2.16 3.22
C 0.62 0.99 2.69
F 1.36 0.39 1.74
C -0.58 0.39 3.12
C -1.09 -0.83 2.52
C -0.76 -1.15 1.23
N -0.45 -1.31 0.12
C -2.02 -1.68 3.18
N -2.75 -2.43 3.67
F 2.26 2.61 2.76
C 0.91 4.08 4.78
C 2.02 4.78 4.23
N 2.90 5.39 3.82
C 0.33 4.71 5.91
N -0.09 5.28 6.82
O -0.45 1.40 -2.15
C 0.66 1.29 -1.72
O 1.26 0.08 -1.54
C 1.57 2.41 -1.30
C 0.97 3.29 -0.20
Ge -0.83 4.08 -0.42
C -0.94 4.86 -2.21
C 0.03 5.76 -2.64
C -0.01 6.29 -3.92
C -1.03 5.93 -4.79
C -2.00 5.03 -4.37
C -1.95 4.49 -3.09
C -0.86 5.44 0.99
C -0.56 6.79 0.78
C -0.54 7.68 1.84
C -0.84 7.25 3.13
C -1.16 5.92 3.35
C -1.17 5.03 2.29
C -2.37 2.96 -0.02
C -3.62 3.56 -0.10
C -4.77 2.86 0.22
C -4.68 1.53 0.63
C -3.44 0.93 0.72
C -2.29 1.64 0.39
H 1.79 3.02 -2.18
H 2.51 1.97 -0.95
H 1.60 4.17 -0.07
H 1.00 2.77 0.76
H 0.84 6.05 -1.98
H 0.75 6.99 -4.24
H -1.07 6.35 -5.79
H -2.79 4.73 -5.05
H -2.70 3.77 -2.79
H -0.34 7.15 -0.22
H -0.30 8.72 1.66
H -0.83 7.95 3.95
H -1.42 5.58 4.35
H -1.45 3.99 2.47
H -3.71 4.60 -0.40
H -5.74 3.34 0.16
H -5.58 0.98 0.89
H -3.37 -0.11 1.04
H -1.33 1.14 0.45
O -2.36 -3.29 -3.45
N -1.77 -2.99 -2.46
O -2.10 -3.09 -1.31
O -0.48 -2.49 -2.71
```

Properties
Largest force on an atom, eV/Å: 0.6
Lowest unoccupied orbital energy (alpha / beta), eV: -2.200 / -2.716
Relative energy (zero: lowest compared OMol25 entry of this formula, charge and spin), kcal/mol: 0.0
Spin multiplicity: 2
M, g mol⁻¹: 1129.094
Expectation value of S²: 0.794



2.
Formula: C52H36Br3CoF3NO5S2
Source: the Open Molecules 2025 dataset
Level of theory: the ωB97M-V functional and the def2-TZVPD basis

The geometry in XYZ format:
```
103
Properties=species:S:1:pos:R:3
Co -0.37 1.71 -1.74
C -0.92 6.30 5.57
C -0.64 5.28 4.51
C 0.59 4.64 4.43
C 0.84 3.69 3.44
C -0.17 3.37 2.55
C -1.40 4.00 2.60
C -1.63 4.95 3.58
S 0.21 2.13 1.35
O -0.58 2.52 0.12
C -0.71 0.76 2.03
C -2.11 0.73 1.90
C -2.79 -0.37 2.33
C -2.10 -1.48 2.87
C -2.79 -2.65 3.27
C -2.11 -3.74 3.73
C -0.70 -3.73 3.79
C 0.00 -2.62 3.41
C -0.68 -1.46 2.95
C 0.01 -0.30 2.51
C 1.50 -0.30 2.38
C 2.34 -0.08 3.51
C 1.81 0.10 4.81
C 2.64 0.33 5.87
C 4.04 0.39 5.68
C 4.57 0.23 4.44
C 3.74 -0.01 3.32
C 4.28 -0.15 2.01
C 3.46 -0.35 0.94
C 2.07 -0.44 1.14
S 0.94 -0.61 -0.25
O 1.31 0.57 -1.16
C 1.61 -2.10 -0.94
C 0.98 -3.28 -0.55
C 1.45 -4.48 -1.04
C 2.52 -4.53 -1.93
C 3.02 -5.84 -2.46
C 3.13 -3.33 -2.30
C 2.69 -2.11 -1.81
H -0.02 6.55 6.13
H -1.67 5.94 6.27
H -1.31 7.22 5.13
H 1.37 4.90 5.13
H 1.81 3.21 3.37
H -2.16 3.76 1.87
H -2.59 5.45 3.62
H -2.61 1.55 1.40
H -3.86 -0.43 2.21
H -3.87 -2.66 3.20
H -2.65 -4.63 4.03
H -0.17 -4.60 4.14
H 1.08 -2.61 3.46
H 0.74 0.06 4.95
H 2.22 0.47 6.86
H 4.68 0.57 6.53
H 5.64 0.28 4.29
H 5.35 -0.07 1.88
H 3.87 -0.44 -0.06
H 0.12 -3.24 0.10
H 0.95 -5.40 -0.76
H 2.23 -6.58 -2.48
H 3.83 -6.23 -1.83
H 3.42 -5.73 -3.47
H 3.97 -3.35 -2.99
H 3.16 -1.19 -2.10
C 1.57 0.33 -4.15
C 0.27 0.93 -4.58
C -0.09 0.89 -5.95
C -1.25 1.44 -6.38
C -2.11 2.07 -5.46
C -3.35 2.69 -5.75
Br -3.99 2.73 -7.53
C -4.08 3.27 -4.75
C -3.63 3.28 -3.43
Br -4.68 4.07 -2.08
C -2.43 2.68 -3.08
O -1.94 2.63 -1.88
C -1.68 2.08 -4.12
N -0.52 1.49 -3.70
H 1.65 -0.68 -4.56
H 1.64 0.30 -3.07
H 2.39 0.92 -4.55
H 0.60 0.41 -6.64
H -1.52 1.42 -7.43
H -5.03 3.74 -4.98
Br -4.10 -2.63 -0.25
C -2.92 -3.09 -1.66
C -2.81 -4.43 -2.00
C -1.95 -4.81 -3.02
C -1.19 -3.85 -3.68
C -1.29 -2.52 -3.30
C -2.17 -2.12 -2.30
C -2.29 -0.63 -2.02
O -3.32 -0.05 -2.32
O -1.18 -0.13 -1.64
H -3.40 -5.17 -1.47
H -1.88 -5.85 -3.30
H -0.51 -4.14 -4.47
H -0.69 -1.77 -3.79
F 1.64 2.96 -3.12
C 0.81 3.20 -2.05
F 1.65 3.46 -1.00
F 0.17 4.36 -2.32
```

Properties
Largest force on an atom, eV/Å: 0.7
Lowest unoccupied orbital energy, eV: -0.413
Relative energy (zero: lowest compared OMol25 entry of this formula, charge and spin), kcal/mol: 0.0
M, g mol⁻¹: 1174.635



3.
Formula: C52H38ClMoN2O2P2S
Source: the Open Molecules 2025 dataset
Level of theory: the ωB97M-V functional and the def2-TZVPD basis

The geometry in XYZ format:
```
99
Properties=species:S:1:pos:R:3
Mo 0.48 0.04 -0.57
O 1.35 2.74 0.88
S 0.07 2.13 0.59
C -0.96 3.22 -0.35
C -0.89 4.59 -0.18
C -1.75 5.38 -0.92
C -2.66 4.79 -1.79
C -2.70 3.42 -1.96
C -1.83 2.61 -1.25
P -1.74 0.80 -1.44
C -3.37 0.22 -0.88
C -4.48 0.27 -1.71
C -5.71 -0.16 -1.23
C -5.83 -0.64 0.07
C -4.73 -0.66 0.91
C -3.50 -0.23 0.44
C -1.68 0.52 -3.24
C -1.10 1.46 -4.08
C -1.08 1.25 -5.45
C -1.63 0.09 -5.99
C -2.17 -0.87 -5.15
C -2.20 -0.67 -3.78
C -0.84 1.85 2.10
C -1.61 2.81 2.72
C -2.20 2.50 3.94
C -2.01 1.25 4.52
C -1.23 0.29 3.89
C -0.62 0.59 2.68
P 0.56 -0.51 1.84
C 0.22 -2.15 2.53
C -1.07 -2.67 2.35
C -1.43 -3.85 2.96
C -0.52 -4.54 3.75
C 0.77 -4.03 3.92
C 1.14 -2.84 3.31
C 2.18 0.01 2.47
C 2.33 1.09 3.34
C 3.59 1.43 3.81
C 4.70 0.70 3.43
C 4.56 -0.39 2.57
C 3.30 -0.72 2.09
H -0.16 5.02 0.50
H -1.72 6.46 -0.82
H -3.34 5.42 -2.36
H -3.40 2.98 -2.66
H -4.40 0.63 -2.73
H -6.58 -0.12 -1.88
H -6.79 -0.99 0.42
H -4.83 -1.01 1.93
H -2.63 -0.21 1.10
H -0.67 2.37 -3.68
H -0.65 1.99 -6.11
H -1.63 -0.07 -7.06
H -2.60 -1.78 -5.56
H -2.64 -1.42 -3.13
H -1.76 3.78 2.27
H -2.81 3.25 4.44
H -2.48 1.02 5.46
H -1.07 -0.67 4.35
H -1.79 -2.13 1.75
H -2.44 -4.24 2.84
H -0.81 -5.45 4.25
H 1.48 -4.57 4.53
H 2.13 -2.45 3.48
H 1.48 1.67 3.67
H 3.70 2.27 4.48
H 5.68 0.96 3.81
H 5.42 -0.99 2.30
H 3.19 -1.59 1.45
Cl 6.38 3.92 -2.35
C 4.85 3.18 -2.16
C 3.68 3.93 -2.38
C 2.44 3.37 -2.23
C 2.31 2.03 -1.83
O 1.11 1.48 -1.71
C 3.48 1.26 -1.61
C 3.43 -0.11 -1.29
N 2.37 -0.80 -0.93
C 2.45 -2.21 -0.80
C 3.59 -2.98 -0.73
C 3.50 -4.38 -0.65
C 2.28 -5.01 -0.65
C 1.10 -4.25 -0.71
C -0.20 -4.82 -0.73
C -1.29 -3.99 -0.80
C -1.11 -2.61 -0.81
N 0.09 -2.02 -0.78
C 1.19 -2.84 -0.76
C 4.75 1.86 -1.80
H 3.78 4.97 -2.68
H 1.54 3.95 -2.41
H 4.37 -0.64 -1.40
H 4.58 -2.54 -0.72
H 4.41 -4.96 -0.61
H 2.22 -6.09 -0.63
H -0.31 -5.89 -0.71
H -2.29 -4.39 -0.83
H -1.97 -1.95 -0.83
H 5.64 1.27 -1.66
```

Properties
Largest force on an atom, eV/Å: 1.5
Lowest unoccupied orbital energy (alpha / beta), eV: -9.461 / -9.587
Relative energy (zero: lowest compared OMol25 entry of this formula, charge and spin), kcal/mol: 6.2
Spin multiplicity: 3
Net charge: +3
M, g mol⁻¹: 948.296
Expectation value of S²: 2.026



4.
Formula: C52H38F20GeLaN3O5S5
Source: the Open Molecules 2025 dataset
Level of theory: the ωB97M-V functional and the def2-TZVPD basis

The geometry in XYZ format:
```
125
Properties=species:S:1:pos:R:3
La 0.13 0.94 0.78
C -1.18 -6.09 -7.19
C -1.00 -4.62 -7.20
S -2.25 -3.83 -6.18
C -3.88 -3.81 -7.03
C -4.86 -4.16 -5.99
S -4.13 -5.24 -4.67
C -4.54 -7.02 -5.03
C -3.30 -7.75 -5.54
S -1.85 -6.52 -5.56
H -1.81 -6.50 -7.99
H -0.21 -6.66 -7.32
H 0.02 -4.37 -6.87
H -1.09 -4.13 -8.19
H -3.92 -2.75 -7.39
H -3.91 -4.52 -7.88
H -5.20 -3.29 -5.44
H -5.72 -4.76 -6.35
H -4.85 -7.44 -4.08
H -5.38 -6.92 -5.77
H -3.01 -8.59 -4.88
H -3.43 -8.08 -6.54
F -6.24 4.74 -0.85
C -5.29 4.17 -0.05
C -3.93 4.09 -0.36
F -3.47 4.59 -1.51
C -3.05 3.45 0.46
F -1.73 3.45 0.07
C -3.46 2.80 1.62
S -2.42 1.93 2.68
C -4.84 2.83 1.95
F -5.32 2.28 3.13
C -5.75 3.49 1.09
F -7.08 3.33 1.33
C 3.64 -4.08 6.20
O 2.94 -2.80 6.11
C 1.60 -2.73 6.53
C 0.96 -3.69 7.30
C -0.33 -3.44 7.84
C -1.02 -2.26 7.57
C -0.30 -1.31 6.83
C 0.90 -1.49 6.20
N 1.32 -0.58 5.18
C 0.83 -0.60 3.86
N -0.22 -1.48 3.74
C -0.99 -1.85 2.64
C -1.27 -1.10 1.53
C -2.32 -1.58 0.72
C -2.83 -2.86 0.94
C -2.43 -3.66 1.96
C -1.48 -3.17 2.81
O -1.10 -3.85 3.93
C -1.41 -5.21 4.19
N 1.18 0.31 2.98
C 2.18 1.21 3.43
C 3.50 1.04 3.06
C 4.51 1.89 3.47
C 4.17 3.06 4.16
C 2.87 3.31 4.46
C 1.85 2.43 4.07
O 0.54 2.82 3.95
C -0.11 3.51 5.12
H 4.61 -3.83 5.71
H 3.02 -4.77 5.65
H 3.75 -4.38 7.25
H 1.53 -4.61 7.57
H -0.79 -4.20 8.51
H -2.04 -2.04 7.84
H -0.71 -0.35 6.63
H 2.32 -0.21 5.20
H -0.37 -2.05 4.61
H -2.59 -1.05 -0.22
H -3.71 -3.14 0.37
H -2.76 -4.69 2.04
H -0.95 -5.46 5.16
H -0.99 -5.81 3.38
H -2.44 -5.45 4.24
H 3.79 0.11 2.50
H 5.59 1.74 3.27
H 5.02 3.67 4.44
H 2.62 4.27 4.86
H -1.13 3.60 4.79
H 0.31 4.46 5.36
H -0.08 2.84 5.95
O 1.85 -0.88 0.11
H 2.59 -1.49 0.28
H 2.10 -0.53 -0.80
O -1.70 0.92 -1.01
H -2.21 1.77 -1.19
H -1.28 0.67 -1.87
F -0.81 3.75 -3.44
C 0.09 3.79 -4.41
C 1.47 3.78 -4.12
C 2.31 4.07 -5.18
F 3.63 4.31 -4.91
C 1.91 4.32 -6.47
F 2.76 4.98 -7.30
C 0.54 4.20 -6.78
F -0.02 4.67 -7.90
C -0.32 3.89 -5.74
F -1.62 3.88 -6.09
Ge 2.08 3.04 -2.38
S 1.18 1.04 -2.12
C 3.96 2.39 -2.49
C 4.34 1.69 -3.68
F 3.43 1.15 -4.50
C 5.63 1.30 -3.83
F 5.85 0.33 -4.73
C 6.57 1.66 -2.86
F 7.87 1.35 -3.04
C 6.20 2.24 -1.66
F 7.03 2.54 -0.67
C 4.82 2.50 -1.46
F 4.43 3.04 -0.27
C 1.71 4.52 -1.14
C 1.81 5.88 -1.62
F 2.66 6.11 -2.65
C 1.30 6.97 -0.85
F 1.50 8.22 -1.23
C 0.61 6.68 0.33
F 0.06 7.69 1.05
C 0.41 5.40 0.76
F -0.10 5.10 1.97
C 1.04 4.36 0.06
F 1.12 3.15 0.72
```

Properties
Largest force on an atom, eV/Å: 3.3
Lowest unoccupied orbital energy, eV: -0.395
M, g mol⁻¹: 1536.703